1.
C8H11NO3 | ωB97M-V/def2-TZVPD

```
! wB97M-V def2-TZVPD RIJCOSX def2/J DEFGRID3
* xyz 0 1
C -1.41110 -0.28635 -0.70795
C -0.48426 -0.23100 1.75809
H 0.85332 -1.65617 -2.34177
N 0.28384 0.48910 2.60943
O 1.33411 1.63445 0.85682
H 1.16145 0.00743 -2.25724
H 0.36980 0.10257 3.52830
H -1.88439 0.72122 -0.90293
C 1.36495 1.15603 2.17681
O -1.35908 -1.01662 2.25267
O 2.34713 1.12202 2.94454
C -0.88006 -0.65480 -2.13143
H -1.12834 0.02502 -2.89263
H 0.23399 1.75857 -0.92619
C 0.15193 1.47398 0.14709
H 1.74912 -0.66939 -0.09022
C -0.22346 0.00013 0.24030
H 0.43293 -1.88878 -0.14611
H -2.22420 -0.84920 -0.23544
C 0.59301 -0.79295 -1.82223
H -1.29591 -1.61715 -2.31491
H -0.71591 2.08247 0.63472
C 0.73114 -0.91060 -0.37972
*
```

Properties
Energy in eV: -16106.4158
ΔE to the lowest compared entry with this formula, charge and spin in kcal/mol: 16.9
LUMO level in eV: 0.6
SMILES: O=C1NC(=O)C2(CCCC2)CO1

Results of the Löwdin charge analysis, in e, for atoms 1 through 5: atom 1 (C): -0.100, atom 2 (C): -0.302, atom 3 (H): 0.098, atom 4 (N): 0.198, atom 5 (O): 0.040

***

2.
C8H11NO3 | ωB97M-V/def2-TZVPD

```
! wB97M-V def2-TZVPD RIJCOSX def2/J DEFGRID3
* xyz 0 1
C 1.79916 1.43762 0.91292
H -1.86327 -1.00213 1.27624
H -0.47706 1.78787 -2.14602
C 1.64590 0.20269 1.67457
H -1.84140 0.76874 -1.87077
C 0.81468 -0.80165 1.33919
O -0.47604 1.96742 2.14340
H 2.16750 0.07262 2.60952
N -1.19623 1.52358 1.29289
H 0.89695 -1.67914 2.12474
C -0.07801 0.65312 -0.46116
H 1.39701 -1.10835 -1.24440
C -0.04822 -0.79260 0.06599
C 0.95882 1.54482 -0.19584
C -1.38355 -1.44263 0.33251
H -2.04295 -1.31278 -0.63911
H -0.33819 0.10323 -2.39287
C -0.77751 0.87674 -1.78043
H -1.14488 -2.51764 0.44844
H 1.00239 2.47637 -0.68495
O 0.44164 -1.52645 -1.06522
O -2.40233 1.35344 1.11547
H 2.60711 2.14127 0.97955
*
```

Properties
Energy in eV: -16100.8117
ΔE to the lowest compared entry with this formula, charge and spin in kcal/mol: 146.2
LUMO level (alpha / beta) in eV: -0.9 / -0.9

Results of the Löwdin charge analysis, in e, for atoms 1 through 5: atom 1 (C): -0.021, atom 2 (H): 0.102, atom 3 (H): 0.053, atom 4 (C): -0.106, atom 5 (H): 0.090

***

3.
C8H11NOS | ωB97M-V/def2-TZVPD

```
! wB97M-V def2-TZVPD RIJCOSX def2/J DEFGRID3
* xyz 0 1
H -1.59049 1.57064 2.55044
H 2.58758 -0.45529 -1.58889
H 1.67467 -0.24800 -3.08301
H -0.69889 0.09931 2.89853
C 0.23664 0.45680 -0.02617
H -3.00382 0.64295 0.58294
H 2.12267 -3.06626 0.20592
N 1.82035 -2.14899 0.52613
C -0.83180 -0.19023 -1.99488
S 2.92818 -1.07632 1.20682
H -3.00111 0.12101 -1.74970
C -2.05161 0.16430 -1.34759
H 2.12878 0.98991 -2.01428
C -2.08445 0.56593 -0.03423
C -0.75640 0.94773 2.20877
H 0.20059 1.56391 2.30367
C -0.88142 0.65933 0.69285
H 1.12241 -1.60580 -0.05176
O 2.22028 0.14887 1.68822
H -0.69499 -0.41634 -3.02913
C 1.76534 0.05043 -2.08468
C 0.42721 0.11202 -1.36187
*
```

Properties
Energy in eV: -22842.8896
ΔE to the lowest compared entry with this formula, charge and spin in kcal/mol: 96.7
LUMO level (alpha / beta) in eV: -0.4 / 0.5

Results of the Löwdin charge analysis, in e, for atoms 1 through 5: atom 1 (H): 0.066, atom 2 (H): 0.055, atom 3 (H): 0.064, atom 4 (H): 0.075, atom 5 (C): 0.035

***

4.
C8H11NOS2 | ωB97M-V/def2-TZVPD

```
! wB97M-V def2-TZVPD RIJCOSX def2/J DEFGRID3
* xyz 0 1
C 0.34640 0.63923 0.27279
C -1.79451 -0.15156 -0.95656
H 1.04481 -3.50923 0.96373
C 0.27725 -2.93150 1.48560
H -1.56725 -1.20120 -0.79546
H 2.17568 -1.01716 2.68367
H 0.65199 2.72631 0.41949
H -2.52140 0.15999 -0.27723
C 0.90936 1.74536 0.80620
O 1.27715 0.86828 -3.03715
H -1.56757 2.72597 -0.96176
S 0.95095 -0.09283 -1.95808
H -1.08436 2.14090 -2.54683
C -0.50172 0.70571 -0.93620
H 0.05320 2.63337 -1.42011
H -0.57658 -3.46879 1.39894
S 2.08141 1.35107 2.03028
H 0.50715 -2.86673 2.53103
C -0.84080 2.13832 -1.52669
N 0.08879 -1.72241 0.77035
C 0.63812 -0.61315 1.03136
H -2.13563 0.03318 -2.00872
C 1.58756 -0.29313 2.03135
*
```

Properties
Energy in eV: -33678.8597
ΔE to the lowest compared entry with this formula, charge and spin in kcal/mol: 45.6
LUMO level (alpha / beta) in eV: -1.1 / -0.7

Results of the Löwdin charge analysis, in e, for atoms 1 through 5: atom 1 (C): -0.381, atom 2 (C): -0.070, atom 3 (H): 0.102, atom 4 (C): -0.103, atom 5 (H): 0.053

***

5.
C8H11OS | ωB97M-V/def2-TZVPD

```
! wB97M-V def2-TZVPD RIJCOSX def2/J DEFGRID3
* xyz 1 1
O -1.64501 2.01709 0.15098
H 3.19117 2.38538 -0.02804
C 0.46794 0.50030 -0.08830
C 3.25440 0.31948 0.11722
H -3.05522 -0.19894 -1.03111
S -1.24466 0.66397 -0.00482
H -1.78810 -1.23565 -1.54265
H 4.22358 0.29565 0.36647
H -1.18330 -0.01589 2.29042
H -2.85288 -0.00466 1.70516
C 1.12232 -0.77510 -0.09334
C 2.64256 1.55336 -0.04586
C 2.48849 -0.82547 0.04619
C 1.24881 1.66161 -0.09235
H 0.64551 -1.73902 -0.16065
H 0.75681 2.58963 -0.14769
H 3.01527 -1.76204 0.21872
H -1.60216 0.43432 -2.25406
H -1.84620 -1.47472 1.25848
C -2.00969 -0.08594 -1.37640
C -1.89340 -0.27515 1.40930
*
```

Properties
Energy in eV: -21347.8888
ΔE to the lowest compared entry with this formula, charge and spin in kcal/mol: 0.0
LUMO level in eV: -3.8

Results of the Löwdin charge analysis, in e, for atoms 1 through 5: atom 1 (O): -0.281, atom 2 (H): 0.081, atom 3 (C): -0.326, atom 4 (C): -0.009, atom 5 (H): 0.095

***

6.
C8H12 | ωB97M-V/def2-TZVPD

```
! wB97M-V def2-TZVPD RIJCOSX def2/J DEFGRID3
* xyz 0 1
C -0.04020 0.29231 1.31489
C 1.39951 -0.13006 -1.65340
C 0.09356 -1.04711 1.28957
H -0.29977 2.96844 -0.53968
C 0.70287 -1.93882 2.37152
H -0.74343 -0.02044 -3.23130
H 0.00432 -2.61511 2.87398
C -0.89564 2.23840 0.04394
H -0.45241 -1.58674 0.51243
H 2.38576 0.11396 -1.14988
H -1.32169 -1.15317 -1.81353
C -0.24521 0.99940 0.01612
C -1.07156 -0.17700 -2.12890
H -0.41377 0.66275 2.28900
H -2.04213 0.39840 -2.04807
H 1.68762 -2.32120 2.06990
H 1.65691 -0.93240 -2.44698
H -1.64633 2.66826 0.67594
C 0.08728 0.28198 -1.30879
H 1.00124 -1.29727 3.13847
*
```

Properties
Energy in eV: -8485.6263
ΔE to the lowest compared entry with this formula, charge and spin in kcal/mol: 91.2
LUMO level in eV: 0.2
SMILES: C=C(C)C(=C)/C=C/C

Results of the Löwdin charge analysis, in e, for atoms 1 through 5: atom 1 (C): -0.086, atom 2 (C): 0.042, atom 3 (C): -0.147, atom 4 (H): 0.063, atom 5 (C): -0.086

***

7.
C8H12 | ωB97M-V/def2-TZVPD

```
! wB97M-V def2-TZVPD RIJCOSX def2/J DEFGRID3
* xyz 0 1
C -0.17484 1.28629 1.55221
H 1.54740 -1.90150 -1.58263
C -1.10913 -1.98470 0.37490
C -0.45565 0.81258 0.17570
C 2.38109 -1.20087 -1.27167
H -1.50810 -2.93372 -0.02164
H 2.38695 0.73692 -0.24876
H -1.02108 2.03595 1.89801
C -0.62422 -0.97667 -0.65625
C -1.31395 1.65316 -0.73438
H 0.78243 1.82144 1.73809
C 0.37888 -0.04122 -0.47283
H -1.77327 0.80544 -1.36956
H -1.61662 -1.42194 1.20086
C 1.86514 -0.15152 -0.58973
H -0.75697 2.26158 -1.51316
H 3.44133 -1.33804 -1.37425
H -2.12566 2.28186 -0.23352
H -0.18928 0.37806 2.16102
H -0.11445 -2.12309 0.96760
*
```

Properties
Energy in eV: -8483.8615
ΔE to the lowest compared entry with this formula, charge and spin in kcal/mol: 131.9
LUMO level in eV: -0.1

Results of the Löwdin charge analysis, in e, for atoms 1 through 5: atom 1 (C): -0.048, atom 2 (H): 0.088, atom 3 (C): -0.103, atom 4 (C): -0.411, atom 5 (C): 0.044

***

8.
C8H12 | ωB97M-V/def2-TZVPD

```
! wB97M-V def2-TZVPD RIJCOSX def2/J DEFGRID3
* xyz 0 1
H -2.47431 1.64263 -1.59991
H 1.23049 -1.92476 -0.93434
C 2.04178 -1.46244 -0.36617
C -0.75222 0.65312 0.00569
C 2.26936 0.95502 -0.08413
C 1.54655 -0.13036 0.15470
H 3.17545 0.88746 -0.66591
H -0.51014 1.62631 -0.39593
H 2.49134 -2.10375 0.39198
C 0.03675 -0.48077 2.09907
H -0.80914 -0.09785 2.65028
C 0.22088 -0.15801 0.81393
H -3.03834 0.08725 -2.03562
H 2.00074 1.95231 0.23862
H 0.73303 -1.11200 2.63804
H 2.88714 -1.34062 -1.05829
H -2.25516 -0.80646 0.26901
C -1.97623 0.13173 -0.19028
C -2.90805 0.74659 -1.16961
H -3.90991 0.93459 -0.76116
*
```

Properties
Energy in eV: -8488.4188
ΔE to the lowest compared entry with this formula, charge and spin in kcal/mol: 26.8
LUMO level in eV: 1.0
SMILES: C=C(C)C(=C)/C=C/C

Results of the Löwdin charge analysis, in e, for atoms 1 through 5: atom 1 (H): 0.068, atom 2 (H): 0.083, atom 3 (C): -0.059, atom 4 (C): -0.071, atom 5 (C): 0.044

***

9.
C8H12 | ωB97M-V/def2-TZVPD

```
! wB97M-V def2-TZVPD RIJCOSX def2/J DEFGRID3
* xyz 0 1
C -0.80165 -1.12349 0.77347
H -1.36818 1.21992 1.75736
H -0.60249 -1.10409 1.80242
C 2.58194 -1.02683 -0.27320
H 2.59350 -2.01541 -0.61420
H 2.79873 1.16972 0.60152
C -0.61437 1.28446 0.90254
H -1.05890 -3.31716 0.66365
C -0.61940 0.08748 0.12673
H -1.07969 0.90560 -1.80692
C 2.35644 0.06955 0.19553
H -0.80111 3.40123 0.60272
H 0.31867 1.28605 1.47587
H -1.07360 -0.91153 -1.67722
H 0.48241 -0.10873 -1.67494
C -0.53002 -0.05097 -1.31938
C -1.02163 -2.37061 0.12847
H 0.09516 2.64195 -0.79188
C -0.62628 2.54862 0.04881
H -1.02955 -2.58575 -0.92135
*
```

Properties
Energy in eV: -8482.9277
ΔE to the lowest compared entry with this formula, charge and spin in kcal/mol: 153.5
LUMO level (alpha / beta) in eV: 0.1 / 0.2

Results of the Löwdin charge analysis, in e, for atoms 1 through 5: atom 1 (C): -0.151, atom 2 (H): 0.145, atom 3 (H): 0.088, atom 4 (C): 0.002, atom 5 (H): 0.016

***

10.
C8H12BrNO2 | ωB97M-V/def2-TZVPD

```
! wB97M-V def2-TZVPD RIJCOSX def2/J DEFGRID3
* xyz 0 1
H -2.71795 -0.50053 -1.82473
H 2.77758 1.82553 2.67959
H -1.65098 -1.36061 0.33920
H 1.48498 2.48235 -1.39591
C -0.68864 0.22885 -1.35746
H -0.32698 -1.84113 2.21687
H 0.98572 2.53223 0.44366
H -2.83956 1.24353 -1.64045
C 0.49732 0.03759 1.51791
H -1.93501 0.69294 -3.07299
N 1.67928 0.35804 1.86153
H -0.44671 -2.85002 -0.17083
C -2.10841 0.46860 -1.99898
C 0.09793 1.10917 -0.91229
C 0.85204 2.15456 -0.58971
C -0.63482 -1.78947 0.05759
H 0.80547 -1.36790 -1.56257
H -0.72970 -1.68843 -2.12994
Br -0.82705 1.13905 2.17139
H 1.17084 -1.73242 1.16309
C -0.24246 -1.15781 -1.32936
C 0.21330 -1.39589 1.31173
O 1.85254 1.65459 2.51168
O 2.73126 -0.24281 1.71097
*
```

Properties
Energy in eV: -84111.6097
ΔE to the lowest compared entry with this formula, charge and spin in kcal/mol: 116.0
LUMO level in eV: 0.6
SMILES: C=C=C(C)CCC/C(Br)=[N+](\[O-])O

Results of the Löwdin charge analysis, in e, for atoms 1 through 5: atom 1 (H): 0.095, atom 2 (H): 0.107, atom 3 (H): 0.123, atom 4 (H): 0.056, atom 5 (C): -0.342

***

- Which of these has the lowest ΔE to the lowest compared entry with this formula, charge and spin?
  C8H11OS

***

- What is the formula in the fourth record?
  C8H11NOS2

***

- What is the energy in the sixth record?
  -8485.6263 eV